19
Properties=species:S:1:pos:R:3 method="wB97M-V/def2-TZVPD" energy_ev=-10947.435 charge=0 max_force_ev_per_a=0.7 de_lowest_ev=1.832 e_homo_ev=-9.9
C -0.51 -2.03 -0.06
C 0.60 -2.25 -1.09
C -1.35 -0.83 -0.35
O -1.21 -0.07 -1.26
H -2.16 -0.68 0.39
H -0.08 -1.89 0.94
H -1.17 -2.90 0.00
H 1.25 -1.38 -1.10
H 1.19 -3.12 -0.84
H 0.17 -2.37 -2.08
C -0.56 2.90 0.64
C 1.08 1.24 0.37
O 0.29 1.93 1.21
N 1.89 0.35 0.71
H 1.93 0.18 1.71
H 0.98 1.48 -0.69
H 0.02 3.71 0.18
H -1.16 3.29 1.45
H -1.20 2.45 -0.12

28
Properties=species:S:1:pos:R:3 method="wB97M-V/def2-TZVPD" energy_ev=-62892.486 charge=0 max_force_ev_per_a=1.0 de_lowest_ev=0.000 e_homo_ev=-7.1
C -2.82 2.27 -0.63
C -1.96 1.10 -0.13
C -0.83 0.73 -1.09
Ga 0.33 -0.74 -0.36
N -0.09 -2.45 -1.21
C 0.14 -1.04 1.62
N 1.19 -0.40 2.43
C 1.13 1.05 2.42
H -3.56 1.92 -1.35
H -3.37 2.73 0.19
H -2.21 3.03 -1.10
H -2.61 0.24 0.03
H -1.55 1.37 0.84
H -0.23 1.63 -1.27
H -1.26 0.40 -2.04
H 2.01 -0.34 -0.62
H 0.26 -2.52 -2.16
H 0.33 -3.22 -0.70
H 0.24 -2.12 1.78
H -0.88 -0.79 1.96
H 1.15 -0.73 3.38
H 0.47 1.48 3.19
H 0.76 1.39 1.45
H 2.11 1.49 2.57
O 2.65 -1.67 -2.33
H 2.82 -1.77 -1.35
H 3.01 -2.31 -2.97
H 2.75 -0.73 -2.56

87
Properties=species:S:1:pos:R:3 method="wB97M-V/def2-TZVPD" energy_ev=-157362.511 charge=0 max_force_ev_per_a=6.6 e_homo_ev=-10.5
Sr 0.13 -0.31 -0.13
N -1.24 0.31 1.77
S -2.52 -0.28 2.44
O -3.74 0.48 2.36
O -2.35 -1.13 3.58
F -2.76 -1.41 1.29
S -0.95 1.53 2.89
O -0.53 1.12 4.20
O -1.74 2.72 2.78
F 0.47 1.88 2.24
N 1.38 -0.83 -2.12
S 0.64 -2.00 -3.05
O 1.40 -3.12 -3.51
O -0.38 -1.52 -3.93
F -0.24 -2.64 -1.85
S 2.38 -0.28 -3.18
O 1.86 0.56 -4.23
O 3.51 -1.12 -3.48
F 3.07 0.80 -2.20
C 3.15 0.60 3.98
O 3.45 -0.59 3.24
P 3.54 -0.47 1.66
O 2.32 0.03 0.99
O 4.79 0.49 1.36
C 6.05 0.15 1.93
O 4.02 -1.91 1.21
C 4.30 -2.10 -0.16
H 3.10 1.48 3.34
H 3.89 0.86 4.74
H 2.17 0.48 4.46
H 6.78 0.08 1.12
H 6.04 -0.75 2.55
H 6.38 0.92 2.64
H 4.24 -1.20 -0.79
H 3.65 -2.76 -0.75
H 5.29 -2.55 -0.25
C -2.29 -4.38 1.34
O -1.34 -4.24 2.38
P 0.10 -3.61 2.06
O 0.10 -2.42 1.19
O 0.80 -3.44 3.47
C 0.55 -2.25 4.23
O 0.98 -4.80 1.48
C 0.94 -5.15 0.11
H -3.06 -3.62 1.40
H -2.73 -5.38 1.33
H -1.85 -4.33 0.34
H -0.18 -2.49 4.99
H 0.25 -1.41 3.60
H 1.49 -1.94 4.69
H 0.86 -6.23 0.01
H 1.83 -4.82 -0.44
H 0.15 -4.68 -0.48
C -4.53 -2.05 -1.43
O -4.12 -1.25 -2.56
P -3.34 0.07 -2.15
O -2.12 -0.17 -1.35
O -3.06 0.73 -3.58
C -2.31 1.93 -3.65
O -4.40 1.00 -1.41
C -5.56 1.43 -2.14
H -5.60 -2.24 -1.56
H -4.38 -1.67 -0.42
H -4.08 -3.03 -1.55
H -2.79 2.64 -4.32
H -1.33 1.78 -4.11
H -2.22 2.43 -2.68
H -5.50 1.02 -3.15
H -5.52 2.52 -2.26
H -6.51 1.12 -1.70
C 1.19 3.76 -3.50
O 0.90 4.42 -2.26
P 0.14 3.63 -1.11
O 0.19 2.16 -1.17
O 0.81 4.23 0.22
C 0.93 5.62 0.47
O -1.32 4.31 -1.07
C -2.35 3.72 -0.28
H 0.96 2.70 -3.51
H 2.21 3.96 -3.81
H 0.54 4.18 -4.28
H 0.35 5.93 1.34
H 0.55 6.17 -0.39
H 1.96 5.90 0.68
H -3.27 3.70 -0.87
H -2.47 4.31 0.64
H -2.12 2.72 0.08